Density functional theory data (wB97M-V/def2-TZVPD) for a molecular structure, C5H22HgN4O7.

Results
- LUMO energy (spin up / spin down): 0.10723 / 0.10786 Eh
- Molar mass: 450.842 g mol⁻¹
- ⟨S²⟩: 0.751
- Kohn-Sham gap (spin up / spin down): 2.3 / 6.8 eV
- Net charge: -1
- Multiplicity: 2

```
39
Properties=species:S:1:pos:R:3:forces:R:3:nbo_charge:R:1
Hg -0.1062 -0.8555 0.1943 0.03 0.75 -0.20 1.57
C -0.6063 3.3110 1.6786 -1.20 -0.49 -0.50 -0.65
C 0.2323 2.0379 1.7845 -0.26 -1.07 -1.43 -0.06
O -0.4680 0.8244 1.7844 0.14 0.21 0.86 -1.00
H -1.6699 3.0898 1.5889 -0.12 -0.51 -0.17 0.18
H -0.3350 3.6990 0.6968 -0.06 1.09 0.38 0.21
H -0.6372 3.9710 2.5455 0.83 0.39 -0.18 0.19
H 0.9714 2.2664 2.5523 0.27 -0.70 0.97 0.10
H 0.8273 2.0042 0.8719 0.50 0.40 -0.28 0.13
C -0.3666 -4.3138 -1.0442 1.91 1.24 -0.04 -0.23
O 0.0474 -3.0122 -0.7960 -0.66 0.63 0.03 -1.04
H -1.3908 -4.6243 -0.8371 -0.65 0.02 0.42 0.09
H -0.1920 -4.5303 -2.0981 -0.18 -0.39 -0.56 0.12
H 0.3469 -4.9288 -0.4958 -0.27 -1.04 0.28 0.13
C -2.5447 1.4172 -1.2373 3.08 -2.53 1.57 0.64
O -1.5277 0.8129 -0.9872 2.17 -0.13 -0.29 -0.72
N -3.3760 1.7180 -0.3199 -4.68 1.98 3.04 -0.82
N -2.9087 1.6514 -2.4435 -1.01 0.88 -5.72 -0.89
H -3.1820 1.8314 0.6648 0.32 -0.40 -0.36 0.43
H -4.2546 2.0154 -0.7196 -0.20 0.38 1.04 0.35
H -2.3054 1.2461 -3.1448 -0.05 0.02 0.00 0.40
H -3.8420 1.8697 -2.7620 0.14 0.13 0.33 0.36
C 3.3875 -0.1253 0.3733 -2.36 0.59 -1.53 0.69
O 2.2677 -0.5891 0.2775 0.10 -1.15 0.07 -0.71
N 4.2122 0.0790 -0.6418 1.34 -0.88 -2.30 -0.90
N 3.8067 0.5142 1.4237 1.51 1.22 3.74 -0.83
H 3.9638 -0.3235 -1.5342 0.26 0.17 0.02 0.39
H 5.0664 0.5991 -0.5013 -0.25 -0.17 -0.49 0.36
H 3.2191 0.5662 2.2435 0.29 -0.09 -0.10 0.41
H 4.8106 0.6195 1.4573 -0.33 0.34 0.82 0.37
O 0.7234 -0.2457 -2.0239 0.03 -0.16 -0.06 -1.20
H 1.3308 -0.8721 -2.4175 0.24 -0.55 -0.07 0.46
H 0.7428 0.5093 -2.6119 -0.21 0.62 -0.20 0.43
O 0.3609 -2.0685 2.1410 0.15 -0.88 0.69 -0.95
H 1.0430 -2.0322 2.8115 0.35 0.28 0.04 0.48
H -0.4323 -2.3117 2.6183 -0.38 0.02 0.06 0.48
O -2.2439 -1.7536 -0.0609 -1.41 -0.18 0.60 -0.98
H -2.0835 -2.6524 -0.3485 0.75 -0.47 -0.25 0.51
H -2.8878 -1.4140 -0.6824 -0.11 0.46 -0.23 0.48
```
Forces are in eV/Å.

Density functional theory data (wB97M-V/def2-TZVPD) for a molecular structure, C11H15IrN5O4STe.

Results
- LUMO energy (spin up / spin down): -0.14949 / -0.19666 Eh
- Molar mass: 633.156 g mol⁻¹
- ⟨S²⟩: 6.021
- Kohn-Sham gap (spin up / spin down): 7.1 / 6.2 eV
- Net charge: +1
- Multiplicity: 5

```
38
Properties=species:S:1:pos:R:3:forces:R:3:nbo_charge:R:1
Ir 1.4018 1.1252 0.8820 -0.10 -0.01 0.55 1.11
N 3.0619 0.9114 2.2091 0.05 -0.04 -0.13 -0.77
C 2.7034 1.6428 3.4604 0.01 0.03 0.01 -0.33
C 1.6936 2.7574 3.1997 -0.01 0.04 -0.05 0.64
O 1.3884 3.5767 4.0300 0.02 -0.03 0.01 -0.54
N 1.1377 2.6732 1.9421 -0.05 0.02 -0.16 -0.55
C 0.1557 3.6099 1.4127 -0.01 0.02 -0.03 -0.37
C -0.7668 2.8481 0.4423 -0.05 0.00 0.03 0.78
O -1.8941 3.1995 0.2130 0.08 0.02 0.00 -0.59
O -0.2045 1.7831 -0.1254 -0.06 0.03 -0.06 -0.77
H 3.3184 -0.0457 2.4290 -0.02 -0.02 0.01 0.42
H 3.8842 1.3354 1.7904 0.03 -0.02 0.01 0.41
H 3.5814 2.0623 3.9482 -0.01 0.01 0.00 0.24
H 2.2351 0.9394 4.1479 0.00 0.00 -0.01 0.25
H 0.6560 4.3865 0.8265 -0.01 0.04 0.05 0.25
H -0.4043 4.1039 2.2050 -0.04 -0.06 0.00 0.25
O 0.8862 -0.9820 -1.2232 -0.02 -0.04 0.36 -0.41
N 1.7111 -0.3014 -0.6003 0.06 -0.12 -0.47 -0.04
N -2.3252 -0.5139 1.4437 0.00 -0.06 0.07 -0.74
C -1.4235 0.1141 2.1814 -0.02 0.02 0.04 0.36
N -1.7539 1.2454 2.7895 0.02 0.03 -0.02 -0.75
S 0.1564 -0.5575 2.3586 0.04 0.04 -0.10 -0.21
H -3.2837 -0.2075 1.3877 0.01 0.04 -0.06 0.42
H -2.0656 -1.3726 0.9889 0.01 0.03 -0.05 0.43
H -2.6223 1.7254 2.6047 0.00 0.00 -0.02 0.42
H -1.0758 1.7021 3.3754 0.00 -0.01 0.05 0.43
Te -0.7336 -0.1764 -2.4243 0.10 0.02 0.02 0.87
C -0.7801 -2.0043 -3.3989 -0.03 0.01 -0.08 -0.36
C -1.9220 -2.7981 -3.2873 -0.01 -0.03 0.01 -0.21
C -1.9848 -4.0117 -3.9554 -0.01 0.01 0.01 -0.21
C -0.9045 -4.4393 -4.7128 0.01 -0.02 0.00 -0.16
C 0.2311 -3.6468 -4.8321 0.02 -0.01 0.02 -0.20
C 0.2933 -2.4242 -4.1864 -0.01 0.04 -0.06 -0.20
H -2.7625 -2.4653 -2.6914 0.03 -0.02 0.04 0.22
H -2.8721 -4.6254 -3.8780 0.00 0.00 0.01 0.23
H -0.9458 -5.3968 -5.2148 -0.01 0.02 -0.03 0.23
H 1.0613 -3.9763 -5.4420 0.01 -0.01 0.02 0.23
H 1.1680 -1.7967 -4.2961 0.00 0.01 0.00 0.23
```
Forces are in eV/Å.

Density functional theory data (wB97M-V/def2-TZVPD) for 9 unconnected molecules or ions with the total composition C28H58IN11O11.

Results
- Structure (SMILES): [H]/N=C(/N)NCCCCC1=C([C@@H](I)CC)C(=O)OC1=O.CC(N)=O.CC(N)=O.CC(N)=O.CC(N)=O.CC(N)=O.CC(N)=O.CC(N)=O.CC(N)=O
- LUMO energy: -0.05768 Eh
- Molar mass: 851.742 g mol⁻¹
- Kohn-Sham gap: 7.6 eV
- Net charge: 0

```
109
Properties=species:S:1:pos:R:3:forces:R:3:lowdin_charge:R:1
H -0.3193 -3.6763 1.0179 0.67 -0.17 0.89 0.01
N 0.5953 -3.9378 1.4474 -0.12 2.13 5.20 0.08
C 0.6297 -3.4911 2.7545 0.76 -1.54 -3.44 -0.38
N 1.8979 -3.8097 3.5624 -2.56 1.73 -1.53 0.07
N -0.5425 -2.7568 3.3669 2.24 -0.69 0.74 -0.04
C -0.2008 -1.3056 3.6230 -0.17 1.09 0.53 -0.24
C 0.0486 -0.4630 2.2000 -0.13 -0.71 1.71 -0.15
C -0.8802 0.8842 2.3102 0.78 0.40 0.43 -0.20
C -0.8732 1.8412 0.9751 -1.41 -0.02 -0.09 -0.13
C -1.0322 1.0428 -0.4487 1.19 -0.03 -5.42 0.00
C -0.5394 1.4725 -1.8188 -0.61 -0.55 3.53 -0.03
C 0.2865 2.9106 -2.0354 -3.16 0.31 -0.31 -0.65
I 2.3755 2.8218 -1.3523 -1.02 -0.13 -0.33 0.76
C 0.0859 3.5147 -3.5462 -0.53 -0.47 -0.84 -0.28
C 1.1086 2.9145 -4.6782 -0.67 0.43 -1.19 -0.17
C -0.9807 0.3672 -2.9523 0.18 2.00 -4.00 -0.16
O -1.0542 0.5575 -4.2879 0.43 -2.03 9.26 0.00
O -1.3303 -0.8505 -2.1996 -1.20 3.25 0.78 0.03
C -1.7651 -0.3721 -0.8468 -2.68 -1.78 4.36 -0.15
O -2.6147 -1.0542 -0.0585 5.95 5.14 -5.95 -0.02
H 2.0013 -3.1609 4.3737 -0.22 -0.72 -1.07 0.06
H 2.7312 -3.7935 2.9295 -0.91 -0.26 0.73 0.04
H -0.7493 -3.2052 4.3067 0.39 0.65 -1.48 0.12
H 0.7180 -1.1602 4.3711 -1.90 -0.29 -1.71 0.11
H -1.1354 -0.8420 4.2009 2.10 -1.07 -1.42 0.10
H 1.2199 -0.2406 2.1933 -2.68 -0.20 -0.43 0.13
H -0.2510 -1.2056 1.3453 0.59 1.70 1.48 0.09
H -0.4079 1.5427 3.1867 -1.00 -1.39 -1.89 0.12
H -1.9848 0.6371 2.6890 2.41 0.30 -1.23 0.13
H 0.0538 2.5660 0.9564 -1.67 -1.80 -0.29 0.10
H -1.8298 2.5481 1.0740 1.97 -1.46 -0.44 0.12
H -0.2603 3.6744 -1.2987 1.41 -1.75 -1.61 0.07
H -1.0115 3.1964 -3.8893 2.27 0.66 0.97 0.12
H 0.0930 4.7024 -3.5998 0.20 -2.75 0.68 0.11
H 0.4900 2.3915 -5.5545 1.31 1.15 2.02 0.07
H 1.8621 2.1062 -4.2932 -1.32 1.80 -0.57 0.04
H 1.6280 3.8498 -5.1919 -0.66 -2.31 1.16 0.09
C -6.2010 2.0772 -0.0648 -0.26 -0.17 0.03 0.00
C -5.2268 2.8307 0.7937 0.32 0.20 0.19 -0.59
N -5.4701 2.8068 2.1329 0.10 0.10 0.19 0.16
O -4.2639 3.4376 0.3390 -0.29 -0.20 0.06 0.00
H -5.6645 1.2990 -0.6145 -0.07 0.18 0.00 0.09
H -6.6660 2.7713 -0.7702 0.15 -0.14 0.02 0.09
H -6.9870 1.6056 0.5313 0.09 0.03 -0.14 0.08
H -6.2490 2.3214 2.5540 0.23 0.10 -0.25 0.10
H -4.8271 3.3077 2.7324 -0.18 -0.14 -0.15 0.11
C 4.5912 1.4762 -6.3325 0.26 -0.21 0.16 -0.01
C 3.6916 1.6662 -7.5194 -0.67 0.64 -0.34 -0.60
N 3.7618 0.7046 -8.4804 -0.05 -0.28 -0.31 0.14
O 2.9322 2.6209 -7.6376 0.55 -0.63 0.20 0.02
H 3.9798 1.4099 -5.4285 0.11 0.14 -0.11 0.07
H 5.2676 2.3319 -6.2569 -0.19 -0.08 0.08 0.09
H 5.1888 0.5644 -6.4181 -0.04 0.11 0.07 0.07
H 4.3709 -0.0991 -8.4278 -0.18 0.31 0.07 0.10
H 3.1648 0.8108 -9.2904 0.18 -0.01 0.20 0.11
C -0.8079 2.7117 6.6658 -0.17 0.28 0.12 -0.01
C -1.0021 1.2815 6.2526 0.28 -0.59 -0.22 -0.59
N -2.2478 0.7686 6.4483 -0.21 -0.18 -0.05 0.16
O -0.1084 0.5979 5.7666 -0.39 0.71 0.54 0.00
H -0.5053 3.2972 5.7932 0.08 -0.09 0.16 0.09
H -0.0268 2.7596 7.4294 -0.04 0.02 -0.21 0.09
H -1.7249 3.1438 7.0759 0.14 0.01 -0.04 0.07
H -3.0151 1.2917 6.8446 0.32 -0.11 -0.11 0.10
H -2.4032 -0.1940 6.1776 -0.01 0.24 0.11 0.11
C -1.5263 7.8713 -0.7399 -0.11 0.28 0.12 -0.01
C -1.7205 6.4411 -1.1531 -0.38 -0.56 -0.11 -0.57
N -2.9662 5.9282 -0.9574 0.20 0.02 -0.18 0.17
O -0.8267 5.7575 -1.6391 -0.21 0.42 0.29 0.00
H -1.2237 8.4568 -1.6125 0.08 -0.10 0.17 0.09
H -0.7452 7.9192 0.0237 -0.02 0.03 -0.21 0.09
H -2.4433 8.3034 -0.3298 0.14 -0.01 -0.05 0.07
H -3.7335 6.4513 -0.5611 0.33 -0.16 -0.10 0.10
H -3.1216 4.9656 -1.2281 -0.11 0.14 0.25 0.09
C -3.9386 -5.8046 0.1250 0.11 -0.27 -0.22 -0.02
C -4.0412 -4.4191 0.6942 0.17 0.64 0.21 -0.60
N -3.1282 -3.5184 0.2378 -0.37 -0.58 0.46 0.15
O -4.8869 -4.0957 1.5202 0.22 -0.29 -0.31 0.01
H -4.8756 -6.0526 -0.3810 0.10 -0.04 0.18 0.08
H -3.7620 -6.5126 0.9393 -0.14 0.07 -0.13 0.09
H -3.1197 -5.8881 -0.5948 -0.11 -0.04 0.09 0.07
H -2.4136 -3.7372 -0.4412 -0.33 0.02 0.17 0.10
H -3.1771 -2.5775 0.6070 0.04 -0.60 -0.23 0.05
C 7.0232 -3.3542 2.7131 0.26 0.17 0.02 0.00
C 5.5525 -3.3409 3.0145 -0.54 0.01 0.10 -0.58
N 5.1061 -2.2916 3.7580 -0.12 0.06 0.07 0.16
O 4.7817 -4.2107 2.6255 0.46 0.20 0.13 0.01
H 7.1654 -3.3338 1.6291 -0.02 -0.13 0.17 0.09
H 7.4635 -4.2665 3.1245 -0.05 0.10 -0.16 0.08
H 7.5347 -2.4916 3.1492 -0.01 -0.15 -0.07 0.08
H 5.7017 -1.5518 4.1007 -0.13 -0.29 -0.17 0.10
H 4.1180 -2.2607 3.9743 0.28 0.08 -0.05 0.09
C -3.3612 2.0987 -7.6327 -0.23 -0.12 0.31 -0.01
C -2.0509 1.9559 -8.3515 0.67 0.21 -0.66 -0.60
N -1.1838 1.0430 -7.8340 0.15 -0.22 0.02 0.16
O -1.7579 2.6105 -9.3454 -0.36 -0.32 0.58 0.02
H -4.1749 1.8629 -8.3240 0.11 0.16 0.08 0.09
H -3.4648 3.1288 -7.2809 -0.04 -0.13 -0.16 0.09
H -3.4275 1.4270 -6.7724 -0.03 0.10 -0.08 0.07
H -1.3799 0.4809 -7.0184 0.01 0.25 -0.14 0.08
H -0.2936 0.9288 -8.3014 -0.22 0.10 0.17 0.11
C 4.1012 -7.5122 5.0219 -0.21 0.28 -0.21 -0.01
C 5.5428 -7.9282 5.0746 0.49 -0.55 0.39 -0.60
N 6.3920 -7.2384 4.2645 0.37 0.20 -0.17 0.15
O 5.9530 -8.8308 5.7951 -0.31 0.50 -0.37 0.02
H 3.7873 -7.1862 6.0173 0.00 -0.18 -0.12 0.09
H 3.4948 -8.3656 4.7064 0.07 0.11 0.17 0.09
H 3.9413 -6.6905 4.3183 -0.06 -0.09 0.09 0.06
H 6.1016 -6.4882 3.6543 -0.15 -0.21 0.13 0.08
H 7.3691 -7.5008 4.2825 -0.29 0.03 0.00 0.11
```
Forces are in eV/Å.

Density functional theory data (wB97M-V/def2-TZVPD) for a gas-phase ion, C7H10N3 (charge +1).

Results
- Structure (SMILES): N/C=[NH+]/Nc1ccccc1
- LUMO energy: -0.14348 Eh
- Molar mass: 136.178 g mol⁻¹
- Relative energy (zero: lowest compared OMol25 entry of this formula, charge and spin): 235.7 kJ/mol
- Kohn-Sham gap: 8.0 eV
- Net charge: +1

```
20
Properties=species:S:1:pos:R:3:forces:R:3:nbo_charge:R:1
N 0.9402 -1.8341 3.5913 -3.79 2.17 -2.05 -0.75
C 0.0018 -1.3078 2.7257 -0.41 0.52 -1.02 0.34
N 0.2241 -0.7495 1.5501 0.93 -0.73 1.62 -0.31
N -0.7366 -0.6281 0.5637 -1.06 0.81 -1.48 -0.43
C -0.4660 0.2458 -0.5523 0.19 -0.85 0.18 0.12
C -1.4746 0.4984 -1.4836 0.73 0.38 -0.24 -0.24
C -1.2069 1.1389 -2.6927 2.75 0.50 0.37 -0.16
C 0.1234 1.5937 -2.9409 -0.14 -1.29 2.64 -0.20
C 1.0975 1.3850 -1.9761 0.26 -0.31 1.18 -0.17
C 0.8014 0.6533 -0.8240 3.05 0.36 1.49 -0.26
H 0.4145 -2.1416 4.3840 1.04 -0.75 0.84 0.44
H 1.8115 -2.1371 3.2292 0.74 -0.53 0.31 0.44
H -1.1095 -1.2628 2.8941 1.31 -0.73 0.84 0.22
H 1.2164 -0.5110 1.3306 -1.35 -0.34 -0.59 0.44
H -1.7710 -0.7938 0.6894 1.97 -0.02 0.90 0.43
H -2.4092 0.1564 -1.1549 -1.64 -0.30 -0.29 0.21
H -1.8117 1.3861 -3.5238 -1.54 -0.29 -0.12 0.24
H 0.4976 2.0644 -3.7817 -0.23 1.00 -1.93 0.23
H 2.1264 1.7717 -1.9341 -0.59 -0.06 -1.00 0.23
H 1.7310 0.4723 -0.0939 -2.21 0.44 -1.65 0.18
```
Forces are in eV/Å.

Q: molar mass of number 2 (C11H15IrN5O4STe)?
A: 633.156 g mol⁻¹